Computed, not measured: a molecular structure, C16H23BiO4S, with wB97M-V/def2-TZVPD.

```
! RIJCOSX wB97M-V def2-TZVPD def2/J DEFGRID3
* xyz -2 1
Bi 0.20 -0.40 0.94
C 0.91 -2.11 2.48
C -0.53 -2.09 2.49
C -0.99 -2.55 1.22
H -1.14 -1.76 3.31
C 0.15 -2.85 0.41
C 1.33 -2.58 1.18
H 2.35 -2.69 0.84
H 1.56 -1.78 3.28
H -2.02 -2.59 0.90
H 0.14 -3.16 -0.63
C 1.70 1.34 1.59
C 2.54 0.22 1.24
C 2.37 -0.03 -0.17
H 3.13 -0.36 1.93
C 1.49 0.97 -0.69
C 1.06 1.80 0.39
H 0.34 2.61 0.33
H 1.56 1.73 2.58
H 2.82 -0.83 -0.74
H 1.14 1.03 -1.72
O -1.00 -0.49 -0.74
C -0.56 -0.15 -3.59
C -1.80 0.05 -2.83
C -0.09 -1.51 -3.86
C 0.06 1.00 -4.27
C -1.61 0.54 -1.38
H -2.39 -0.88 -2.77
H -2.44 0.81 -3.30
H -1.03 1.48 -1.37
H -2.56 0.72 -0.89
H -0.58 -1.96 -4.74
H -0.29 -2.19 -3.01
H 0.99 -1.56 -4.07
H -0.38 1.18 -5.27
H 1.14 0.85 -4.44
H -0.06 1.94 -3.71
C -0.77 3.00 3.88
S -1.09 1.16 3.43
O 0.04 0.40 3.92
O -2.30 0.76 4.06
O -1.26 0.93 1.81
H -0.06 3.03 4.73
H -1.73 3.45 4.20
H -0.35 3.55 3.04
*
```

Results
LUMO level (spin up / spin down): 4.405 / 4.405 eV
M: 520.40 g mol⁻¹
frontier orbital gap (spin up / spin down): 0.074 / 0.074 Ha
HOMO level (spin up / spin down): 2.396 / 2.398 eV